The following is a quantum chemistry calculation of a structure of composition C28H66AsF15N5O13 in a non-equilibrium geometry, from the Open Molecules 2025 dataset.

Structure (ORCA input):
```
! wB97M-V def2-TZVPD RIJCOSX def2/J DEFGRID3
* xyz -1 1
H 2.07413 0.59542 0.76209
H -5.37726 2.66390 -0.05479
H -0.32619 2.84155 -6.79316
H 5.38724 -1.17210 -2.99061
H 2.28708 2.41673 -7.70821
H 0.30063 -5.95318 1.93324
H -2.92844 4.89821 -5.00430
C 0.97657 1.17710 -6.56659
H -1.73003 -0.95337 2.37475
H -6.43912 1.93415 -1.40418
H 6.29349 -0.26307 -0.66410
H 1.64825 -2.63258 2.23289
H -0.19709 0.73735 -2.80456
H -5.41897 0.94371 -0.50785
H -0.93179 1.54498 -5.77925
C 0.20327 -5.90646 3.01872
O -2.98879 -0.38039 0.27511
H -0.77188 -0.16609 3.65344
F -2.46705 -3.82859 6.05050
O -2.90977 -6.69543 6.38761
C 5.70709 -1.13859 -0.31027
H -1.64732 -4.96846 2.89520
C -4.49874 3.70488 -2.44672
H -2.16424 -0.78533 6.19404
H 1.97944 -0.17510 2.25613
C 4.65009 -1.74560 -2.41659
H -1.28903 -0.51597 -2.17807
C -4.39000 2.27546 -1.90521
H 2.18808 -1.35168 -0.41155
O -3.39438 3.92662 -3.29334
F 2.02192 -2.57904 4.92388
F -3.46763 -3.94935 4.10876
F 1.70692 5.24979 -1.07749
H 2.27903 -3.40592 0.68973
C 4.04678 2.00546 -3.01932
C 2.28486 4.80236 0.09197
H 5.02571 -2.77324 -2.41345
H -0.53599 -1.72627 -0.28661
H -4.61428 0.55478 3.33730
H 1.87950 0.19421 -4.74633
C 1.55216 -2.73799 1.15386
C -0.25206 -0.15368 -2.17271
O -1.52131 -6.03509 4.73056
O 5.36247 -0.71328 0.90904
C 3.27819 -1.78788 -3.07477
O -2.85573 -1.21070 -1.71399
H 0.66373 -3.34032 0.93317
H -0.29018 -0.52266 0.94793
C -3.96644 1.36352 6.95146
H 1.92497 2.18019 -2.49809
F 0.64502 -0.72473 5.74492
F 2.75040 0.56532 6.23786
C -2.68218 -0.08625 5.53530
F 7.30475 -2.37540 -1.61396
As 2.39202 -1.00432 5.57834
H -4.62807 5.18301 -4.56975
F 2.59499 -1.67791 7.16438
F 4.05907 -1.22929 5.18778
H -0.51993 4.52053 -4.57198
C -5.48048 1.96635 -0.88590
H -3.39745 5.93741 -3.60484
H 2.65036 -2.64192 -2.81226
H 3.52743 -2.10781 -4.10131
H 2.99250 1.16686 -6.85578
H -3.27299 1.40694 3.28345
H -1.32068 3.08307 -4.06192
H 0.32913 -0.95285 -2.64920
H 4.14058 1.00274 -2.60080
F 2.14740 -0.25945 3.94435
C -1.28569 -5.89562 3.38268
H 3.19079 -0.59777 1.21725
H -3.50477 -6.61855 4.53768
C -1.56236 -0.88834 3.45205
C -0.03619 2.14103 -5.99374
H -2.97301 1.52576 7.37959
N -3.05536 2.17896 -1.18911
O 0.22700 0.16714 -0.89334
H 2.79878 3.69937 -2.78526
H -4.62989 1.09697 7.77391
C 1.53062 -1.38125 0.46380
C -3.35157 -4.55901 5.33973
F -4.56798 -4.31564 5.90782
O 0.54558 2.72760 -4.87802
H -1.89102 -6.60212 2.78209
C -2.86983 -6.03988 5.24053
H -1.24279 -1.87609 3.78635
C -3.62083 5.03193 -4.17760
C 1.26881 0.00729 -5.62807
C 0.13440 -0.92279 0.01874
H 2.58268 2.50456 -6.06141
H -3.08428 2.87426 -0.43875
C 2.36447 3.26342 0.00925
N 2.20135 -0.30728 1.24761
H 0.59045 -4.97389 3.42823
F 7.61407 -2.39600 0.50740
H 4.92923 2.61754 -2.87043
O -2.95576 -2.52076 0.03833
N -3.61211 0.44477 3.19493
C -2.88882 -0.60001 4.11749
C -0.32997 3.54879 -4.10477
H 1.40670 2.81480 -0.32298
H 2.71104 -0.85902 -3.09639
H 1.73864 -0.80078 -6.19468
H 0.50805 0.86680 -7.50102
H -2.02356 0.78588 5.42600
O -3.94199 0.25031 6.08105
F 1.54073 5.33705 1.08525
H 3.68003 1.91524 -4.05545
C 6.65382 -2.37485 -0.42275
N 2.27451 1.89707 -6.83204
H -3.39801 0.18049 2.22834
C 2.87503 2.69962 -2.32555
H -2.35355 2.57945 -1.81641
H -2.83721 1.26115 -0.78590
H -3.66825 -1.35049 4.00008
H 0.17975 3.65793 -3.15087
O 3.31403 2.97532 -1.01410
H -4.28646 2.31007 6.50522
H -4.33416 1.51316 -2.68088
H 0.71477 -6.76976 3.44534
N -2.97184 -1.40970 -0.48544
H 0.31809 -0.39553 -5.27912
F 5.95027 -3.51605 -0.27348
O 4.49905 -1.22262 -1.10937
O 2.70830 2.59946 1.13171
H -4.36873 4.30957 -1.53666
H -5.48465 3.81138 -2.89639
F 3.49987 5.38440 0.15358
*
```

Calculated values
* Kohn-Sham gap: 2.33 eV
* LUMO: -0.79 eV
* energy: -165766.9007 eV
* HOMO level: -3.121 eV

The following is a quantum chemistry calculation of a cluster of 12 separate species, C5H31NO11 in total in a non-equilibrium geometry, from the Open Molecules 2025 dataset.

Structure (ORCA input):
```
! wB97M-V def2-TZVPD RIJCOSX def2/J DEFGRID3
* xyz 0 1
C 0.16469 2.94558 -0.71159
C -1.94145 3.44106 -1.90869
H -2.95768 3.08928 -2.10601
H 1.83364 -1.34092 0.42750
O 0.35542 0.54736 3.26472
O 0.39620 -2.52740 2.77969
O 2.65390 0.98021 1.93624
H -1.27416 0.85468 0.26328
C -1.10977 2.58598 -1.00622
H 1.70430 4.46777 -0.69279
O 2.51865 -2.68740 -2.05882
O 0.93556 1.10522 -3.22920
H -3.17616 -2.59222 2.68252
H -0.52047 0.08184 3.43651
O 1.19919 -0.74817 0.86555
H 1.02176 1.98995 -3.04541
C -2.49534 0.52773 -1.36551
O -2.41503 -2.71771 -1.69616
H 0.11240 1.19745 2.54435
H 1.82666 0.75484 2.52328
H -0.23859 -0.54988 -2.51019
O -0.07123 -1.42147 -2.09274
H -2.04072 0.27339 1.58115
H 3.30031 0.81757 2.55806
H -2.35228 -0.20465 3.01314
H -2.86258 -0.44223 -1.04117
H 2.31864 -1.76920 -2.20657
H -2.74555 0.61880 -2.37113
H 0.77358 -3.40168 3.07978
O -2.02989 0.60710 2.43126
H -2.18301 -2.34864 -2.50115
H 0.06997 -1.30494 -1.13632
H -1.48368 3.45540 -2.89442
O -2.42312 -2.20446 3.18061
H 0.82222 -2.02207 2.06334
H 2.39224 -3.09897 -2.95602
O 3.45144 -2.70529 0.33348
H 0.74873 2.43195 0.08014
C -1.65632 1.34445 -0.64456
H 0.22629 0.91161 -3.86414
H 1.89881 0.12680 1.21381
H -1.53598 -2.55429 -1.18813
H 4.21501 -3.15859 0.55527
H 0.26489 4.87571 -1.56181
H -2.13436 4.52570 -1.63154
H 3.29526 -2.86021 -0.55021
N 0.85496 4.09205 -1.19086
H -1.64372 -2.36133 2.67337
*
```

Calculated values
* Kohn-Sham gap: 8.05 eV
* LUMO: 0.30 eV
* energy above the lowest of the compared OMol25 structures with the same formula, charge and spin: 515.3 kJ/mol
* energy: -29697.7823 eV
* HOMO level: -7.742 eV

The following is a quantum chemistry calculation of the ion C4H10N3O3S with charge +1 in a non-equilibrium geometry, from the Open Molecules 2025 dataset.

Structure (ORCA input):
```
! wB97M-V def2-TZVPD RIJCOSX def2/J DEFGRID3
* xyz 1 1
S 1.52865 -0.34653 -0.47677
O 1.69577 0.47714 -1.68368
H -0.51765 3.29470 -0.29882
O -2.09040 1.24720 -0.56263
H 2.13439 1.41814 0.62358
N -2.42378 -1.23121 -0.55433
H 0.28968 -2.60254 0.34558
H 0.39431 2.25287 0.95136
C 2.15461 0.46884 0.96517
H -1.39324 -3.06617 0.64917
C -0.90092 1.17504 -0.37197
H -3.05552 -2.06238 -0.57902
C 0.00000 2.28976 -0.07672
H 3.24959 0.19297 1.23921
H -2.98144 -0.33824 -0.44582
O 1.76214 -1.76084 -0.48850
H 0.84198 2.08587 -0.71892
N -0.28855 -0.08739 -0.18932
N -0.69700 -2.50158 0.21198
C -1.14851 -1.23287 -0.20491
H 1.44591 0.32721 1.66536
*
```

Calculated values
* Kohn-Sham gap: 11.12 eV
* LUMO: -3.74 eV
* energy above the lowest of the compared OMol25 structures with the same formula, charge and spin: 0.0 kJ/mol
* energy: -25750.3012 eV
* HOMO level: -14.852 eV

The following is a quantum chemistry calculation of the molecule C4H12N2S2 in a non-equilibrium geometry, from the Open Molecules 2025 dataset.

Structure (ORCA input):
```
! wB97M-V def2-TZVPD RIJCOSX def2/J DEFGRID3
* xyz 0 1
C 0.28738 -0.12280 -0.33988
H -2.09644 -2.04082 0.70833
H -1.38836 -3.08957 -1.78486
S 1.20597 2.99437 0.08387
H -2.78021 -0.53919 -1.32183
H -0.70842 0.11052 1.91519
H 0.72869 -0.36226 -1.26728
C -1.18876 -2.23732 0.09739
C -2.77939 -1.58653 -1.66417
H 0.26483 -0.89287 2.60232
H -0.87009 -3.25306 0.36904
C -0.02058 -1.30044 0.54939
H -3.66274 -2.10041 -1.26395
S 1.66802 0.97337 0.42440
H -2.92004 -1.71087 -2.76740
H -0.53941 0.62029 -0.49510
N -0.52814 -0.88939 1.89206
H 0.85371 -1.91436 0.65962
N -1.49582 -2.17405 -1.35226
H 1.87577 3.17778 -1.09239
*
```

Calculated values
* Kohn-Sham gap: 9.24 eV
* LUMO: 0.44 eV
* energy above the lowest of the compared OMol25 structures with the same formula, charge and spin: 95.8 kJ/mol
* energy: -28992.3566 eV
* HOMO level: -8.801 eV

The following is a quantum chemistry calculation of a cluster of 2 separate species, C3H8NO3P in total in a non-equilibrium geometry, from the Open Molecules 2025 dataset.

Structure (ORCA input):
```
! wB97M-V def2-TZVPD RIJCOSX def2/J DEFGRID3
* xyz 0 1
C 0.91810 -1.48906 -0.51975
P -1.79542 1.54962 0.75005
H -3.10997 1.38692 0.33977
C -0.94947 0.86515 -0.67542
C 1.11159 -0.03454 0.08232
H -0.73429 1.67797 -1.35791
H -1.27798 -0.05184 -1.05892
H 0.76234 -3.09117 0.67331
H -1.76949 0.50416 1.71722
O -1.44861 2.84035 1.18403
O 3.15427 0.75840 -0.45491
N 2.22756 0.46674 0.20135
H 2.01225 -1.77313 -0.89706
O 0.26271 -2.24294 0.48428
H 0.39046 0.02339 0.92048
H 0.24596 -1.39000 -1.38885
*
```

Calculated values
* Kohn-Sham gap (spin up / spin down): 8.34 / 7.59 eV
* LUMO (spin up / spin down): -0.35 / -1.25 eV
* energy above the lowest of the compared OMol25 structures with the same formula, charge and spin: 782.6 kJ/mol
* energy: -20155.3230 eV
* HOMO level (spin up / spin down): -8.696 / -8.845 eV